[1]
Density functional theory data (wB97M-V/def2-TZVPD) for 5 unconnected molecules or ions with the total composition C35H60N2O15 at a distorted geometry.

Element x y z (Å)
O  -3.59358  0.75950  6.75600
H  6.37342  -3.98686  0.32402
H  0.43905  -1.25893  6.78083
H  0.50378  -5.49128  -4.29177
H  9.02630  -1.62484  0.37254
H  9.88985  -3.93838  0.07885
O  0.94127  -1.90781  2.99764
O  7.43248  -1.80309  -0.82775
C  -2.85704  5.28173  3.66326
H  -2.10826  -3.59009  -2.49184
C  6.19969  -2.28690  -1.05576
O  -0.44847  -1.85704  1.26847
H  -2.20181  -3.02139  -0.24455
H  9.66551  -3.13769  -1.48528
H  1.85015  -5.80753  -8.21978
C  9.14989  -3.52925  -0.60888
C  -2.80869  -2.79372  -2.27475
H  -1.34800  -2.55780  5.65519
H  -2.82733  2.60014  1.86552
H  -0.41108  -4.84209  -8.59389
C  -1.23282  -1.49424  5.45492
C  1.49994  -1.08331  -0.43715
O  0.26059  -0.34976  -3.99772
H  0.19132  5.80706  2.70526
H  1.42699  -6.18812  -6.54681
H  -1.01936  7.05077  2.90162
H  -0.30139  5.44696  -1.25158
H  -3.46016  4.70672  0.84084
H  -0.81509  6.77999  5.43609
H  -1.82941  -0.22868  -1.34706
H  7.84941  -2.77585  0.96420
C  -3.65234  3.79743  0.30404
O  -1.55564  5.09414  3.38224
H  3.49919  -1.32254  -0.53555
O  -3.60508  4.34867  3.53390
N  -0.07424  4.89937  -0.43479
H  -4.33763  6.78044  3.86000
C  0.19107  -1.06466  5.73700
C  -1.82592  0.08318  1.31652
C  -3.28883  2.61062  0.89215
H  -4.52593  4.70857  -1.43591
H  -1.39420  1.05922  1.49163
O  -1.38610  -1.82878  -3.99617
H  0.39592  5.53233  5.16529
O  -1.15967  -5.26224  -6.78416
C  -3.50975  1.38889  0.24292
C  -3.32094  6.61223  4.20536
H  -1.53704  0.10783  -4.68997
C  -2.53934  -2.21413  -0.88081
O  -2.26032  -5.16449  -4.89309
C  8.35916  -2.42771  0.06529
H  0.39605  -3.98075  -7.30166
C  0.30884  2.53848  0.20010
H  0.88375  -1.61351  5.10001
C  -1.45100  -1.14708  -0.91144
C  -4.14648  1.35950  -1.00529
C  -2.69446  0.36267  6.06836
H  -3.32699  6.55631  5.29285
H  -1.50691  -1.34025  4.41006
C  -0.87751  -0.74976  0.41403
C  0.50013  -0.10672  0.25620
C  5.83072  -3.66665  -0.56113
H  0.73160  7.20651  4.69410
H  6.00722  -4.37900  -1.36588
H  4.77077  -3.66591  -0.31962
H  3.06990  0.01566  0.31193
H  -4.34502  0.40302  -1.46029
C  -0.04060  6.43922  4.74749
H  -0.25686  -3.93654  -3.92347
H  -3.79438  -3.23758  -2.33317
H  0.33315  0.00074  5.55566
C  -1.21291  -5.01042  -5.46114
O  -3.15643  0.19707  0.84313
C  0.62975  1.21409  -0.48510
C  0.51121  -1.35257  2.07036
H  8.50502  -4.34259  -0.94130
C  -2.72190  -1.80736  -3.42280
H  -3.46862  -1.82780  -0.48802
H  -1.59883  0.63643  4.19127
C  -4.52175  2.56793  -1.61355
C  0.53388  3.63954  -0.83824
H  0.02328  1.16919  -1.37980
H  0.77318  -4.08055  -5.33093
H  1.99582  2.56439  1.14524
O  1.08172  2.77447  1.35954
O  0.85841  -0.10860  1.67558
N  2.83672  -0.94855  0.12863
O  5.43750  -1.62110  -1.70546
H  -0.66594  -1.49504  -1.57384
C  0.03980  -4.60494  -4.72340
H  -1.87692  -0.41175  2.27391
H  1.65733  1.29913  -0.82951
C  1.02450  -6.04773  -7.54980
H  -0.74045  2.58594  0.45500
H  -5.01185  2.53415  -2.57111
H  -3.41087  -2.11729  -4.19976
H  -0.93590  4.72248  0.06269
C  -0.87053  -0.62530  -4.22689
C  -0.01775  -4.94955  -7.58465
H  -2.99104  -0.79356  -3.14573
H  0.12965  3.28781  -1.78726
H  -2.84845  1.82010  4.52140
O  -2.17914  -0.85928  6.32202
C  -2.07329  1.21143  4.98306
H  1.17079  -2.11371  -0.40243
H  1.60913  3.74967  -0.95502
H  0.58260  -6.99300  -7.86366
C  -0.59486  6.15934  3.36625
H  -1.33342  1.87118  5.43369
H  -2.71260  7.45802  3.89462
C  -4.25737  3.77920  -0.96063
H  1.49919  -0.80590  -1.49169

Forces on atoms 1 to 3 (eV/Å):
O -0.047 0.036 0.035
H 0.066 -0.038 -0.077
H -0.056 -0.008 0.044

The strongest force on any atom is 0.04828 Eh/bohr. Its SMILES is NC[C@H](O)C[C@@]1(CN)OC(=O)O[C@@]1(CCCCOC=O)COc1ccccc1.CCOC(C)=O.CCOC(C)=O.CCOC(C)=O.CCOC(C)=O. The value obtained for the gap between HOMO and LUMO is 9.443 eV. The energy is -70960.3943 eV. Its HOMO energy is -9.0 eV. As for the multiplicity: 1. Its LUMO energy is 0.48 eV.



[2]
Density functional theory data (wB97M-V/def2-TZVPD) for 8 unconnected molecules or ions with the total composition C35H60N3O24 at a distorted geometry.

Element x y z (Å)
H  -5.67463  2.88371  -3.72929
H  -3.19988  3.68190  -0.47906
O  -4.56848  8.91668  -3.44285
H  -5.53460  4.58081  -3.24483
H  2.51688  -7.76946  5.58986
H  -3.42117  -4.65750  5.47006
H  -1.51299  -4.26506  7.84890
H  0.43829  -2.65036  -1.74670
H  -1.93413  0.40307  4.39947
H  -0.20301  -4.16818  0.19568
O  1.67250  -7.14159  3.18008
O  1.21357  -1.92086  0.02791
O  7.42658  1.80766  5.43764
H  -3.31032  -5.83929  8.36041
C  -2.58559  -6.10725  7.59229
O  0.19125  -4.09831  4.48645
H  3.32671  -6.24002  5.97470
H  -4.79032  7.90884  0.23491
H  5.75512  3.18466  2.33152
C  1.76920  -2.29948  -5.50608
H  0.52440  -5.01988  -1.17865
H  -2.10103  -2.53166  1.89120
H  4.31312  3.68423  3.24528
C  5.02520  -3.46142  -6.27272
C  2.27606  -4.98152  3.55631
H  -1.84566  -6.77924  8.02512
C  -0.71921  -4.23589  5.24052
H  -0.76165  2.21846  -4.63087
H  -1.42773  3.50579  -1.88488
O  5.92693  0.98605  3.96449
H  0.92078  3.84997  -2.12246
H  -5.55901  3.36107  -6.11638
O  -0.47332  2.52572  -3.76016
C  -0.39808  1.44160  -2.87252
H  3.29153  -3.31652  -7.53053
C  1.35899  -6.41493  2.08436
C  5.15600  2.99621  3.22595
H  0.01113  0.06321  1.64365
C  2.50698  -6.69370  5.41794
C  3.54785  -1.41005  -6.54541
C  0.70970  -4.29514  -0.38681
H  2.62491  -3.29871  -2.52828
H  -1.12718  -2.52910  3.37737
N  -2.79182  2.97040  0.11334
O  -1.27879  -0.21544  4.05808
H  5.16405  1.06630  1.30508
O  -5.57534  7.14573  -4.40855
H  0.27909  2.35737  0.82940
H  1.45702  -4.72008  0.30219
H  -2.79491  -0.42380  2.67580
C  2.63166  -6.39320  3.94434
C  -4.97079  3.68501  -3.49936
H  -3.76339  6.49740  0.07805
H  4.38718  -0.22232  2.20303
O  2.35308  0.03365  0.09923
N  -0.87894  3.61816  -1.03407
C  1.14909  -2.97246  -0.97999
C  3.65296  -2.91432  -6.58063
C  -1.91764  -4.87391  7.03578
H  3.24866  -3.53600  -0.87976
H  -3.10023  -6.66195  6.80647
C  -1.05950  0.25746  1.68415
H  1.16013  3.37065  -0.48491
C  -2.77654  -4.05081  6.10982
H  -3.38114  -3.31162  6.62978
H  5.45147  -2.97688  -5.39262
C  -3.72354  7.79761  -1.63642
O  -3.15595  2.85251  -4.89229
C  -4.98740  7.63354  -3.49888
C  6.53962  1.97487  4.67215
H  -1.54627  0.01079  0.73938
H  -3.43950  4.84337  -4.45444
C  2.17532  -1.05966  -0.37413
O  -2.00029  2.17540  -6.69343
O  -0.82287  -5.21856  6.16237
O  2.16343  -1.21704  -6.21673
H  5.69912  -3.30701  -7.11452
C  4.41028  0.85830  2.06640
O  1.85093  -5.13652  2.18907
H  0.56566  1.03979  -0.96242
O  -1.79006  -3.41644  5.28091
C  -3.83018  7.56229  -0.14863
H  1.56368  -6.31448  5.81443
H  1.58881  1.61111  -2.21410
O  2.90072  -1.56711  -1.38546
O  2.70201  -3.28131  -5.56051
H  4.15300  -0.95955  -5.75505
H  -3.20269  2.05786  -0.04409
H  -0.44070  -1.98776  1.83839
H  3.11873  -4.29562  3.62145
C  -1.43104  2.95601  -0.02723
O  0.74331  -6.82886  1.15890
H  1.43700  -4.58023  4.12729
H  -4.40136  3.36266  -2.62411
C  -1.71712  -0.56923  2.76017
H  3.78964  -0.93934  -7.49499
C  -4.73207  4.06518  -6.00123
H  3.62889  -6.66601  3.58657
H  -5.08116  5.06974  -6.22517
C  0.51273  3.21624  -1.34831
H  4.97124  -4.52775  -6.05600
H  -1.37110  1.12632  -2.47046
H  -2.71337  7.56138  -1.98443
H  3.44550  1.18371  1.69286
H  -3.35310  9.90386  -2.06404
O  0.74218  -2.37533  -4.90898
H  -0.01774  0.57268  -3.41149
C  -2.86495  2.83994  -6.21580
O  5.99044  3.18427  4.37345
C  4.74875  1.54988  3.36515
C  -4.04976  3.95902  -4.66073
C  -4.15480  9.17026  -2.09177
H  3.92627  1.43526  4.07826
N  -0.73453  2.34751  0.87388
C  2.55557  -2.96096  -1.49683
H  -5.01341  9.55374  -1.53655
C  -1.33513  -2.01361  2.46009
H  -3.03537  8.08507  0.38225
C  0.60347  1.74795  -1.77607
O  -4.64474  6.96247  -2.36506
O  -1.26084  1.67428  1.92647
O  -3.67632  3.67367  -6.89773

Forces on atoms 1 to 3 (eV/Å):
H 0.036 -0.003 -0.070
H -0.211 -0.179 -0.090
O -0.068 -0.196 0.126

The strongest force on any atom is 0.06380 Eh/bohr. The value obtained for the gap between HOMO and LUMO is 9.337 eV. The energy is -90872.3346 eV. Its HOMO energy is -11.6 eV. The net charge is +1. As for the multiplicity: 1. Its LUMO energy is -2.23 eV.